Entry 1:
{
  "formula": "C4H12NO2",
  "method": "wB97M-V/def2-TZVPD",
  "species": ["C", "N", "C", "C", "C", "O", "H", "H", "H", "H", "H", "H", "H", "H", "H", "H", "H", "H", "O"],
  "xyz": [[0.14453, 0.25657, -1.72908], [0.10793, -0.83201, -0.77916], [2.05472, -0.04940, 0.53718], [0.58399, -0.47782, 0.56094], [-0.24680, 0.57538, 1.32068], [-1.51299, 0.12602, 1.72618], [1.16364, 0.63898, -1.85878], [-0.53934, 1.06973, -1.47007], [-0.17672, -0.12232, -2.68960], [-0.89073, -1.05930, -0.70159], [2.51465, -0.06816, 1.53076], [2.60962, -0.69234, -0.14457], [2.15251, 0.98499, 0.19935], [0.52009, -1.37855, 1.15483], [0.29300, 0.92227, 2.20053], [-0.31570, 1.47604, 0.67352], [-2.02125, -0.13478, 0.88092], [-3.60781, -0.64413, -0.98875], [-2.83336, -0.59117, -0.42330]],
  "forces_ev_per_a": [[0.17, 0.23, -0.05], [-0.09, -0.07, 0.35], [-0.14, 0.22, -0.03], [0.27, 0.39, 0.35], [-0.31, 0.26, -0.60], [0.26, -0.10, -0.69], [-0.10, 0.04, 0.05], [0.06, 0.21, -0.02], [-0.11, -0.11, -0.33], [-0.15, -0.18, 0.05], [-0.14, -0.22, -0.05], [0.14, -0.02, 0.01], [0.02, 0.03, -0.17], [-0.09, -0.46, 0.19], [0.20, -0.18, 0.30], [-0.11, -0.17, 0.08], [-0.42, 0.15, 0.49], [0.08, 0.10, 0.20], [0.47, -0.14, -0.13]],
  "de_lowest_kcal_mol": 8.6,
  "charge": -1,
  "e_homo_ev": -3.640,
  "homo_lumo_gap_ev": 7.59,
  "largest_force_ev_per_a": 0.75
}

---

Entry 2:
{
  "formula": "C13H30B3NO9S",
  "method": "wB97M-V/def2-TZVPD",
  "species": ["C", "C", "C", "B", "O", "B", "C", "O", "C", "C", "O", "O", "B", "C", "S", "O", "O", "O", "H", "H", "H", "H", "H", "H", "H", "H", "H", "H", "H", "H", "H", "H", "H", "C", "O", "C", "C", "N", "C", "C", "O", "C", "H", "H", "H", "H", "H", "H", "H", "H", "H", "H", "H", "H", "H", "H", "H"],
  "xyz": [[5.77252, -3.06427, 1.41659], [4.39659, -3.18736, 2.03518], [3.46914, -4.19641, 1.28509], [2.70459, -3.41743, 0.14991], [3.32567, -2.31219, -0.42088], [2.56823, -1.57500, -1.30307], [3.24438, -0.28225, -1.95855], [2.93061, 0.93590, -1.23953], [3.23854, 0.85589, 0.07536], [2.07859, 0.92314, 1.04238], [4.33335, 0.73170, 0.46381], [1.26164, -1.88425, -1.62082], [0.74879, -2.67033, -0.61419], [-0.55485, -2.28693, 0.18751], [-0.39392, -2.79333, 1.89633], [0.45739, -1.86243, 2.55635], [-1.66739, -2.99644, 2.47447], [1.44659, -3.81894, -0.30698], [6.42334, -2.46480, 2.04130], [6.20014, -4.04275, 1.22465], [5.74679, -2.55807, 0.45634], [4.52430, -3.59868, 3.03344], [3.88510, -2.23706, 2.14981], [4.10485, -4.95894, 0.83879], [2.78506, -4.63456, 2.00587], [3.01002, -0.18272, -3.01021], [4.32703, -0.40868, -1.90752], [1.54007, 1.85409, 0.89934], [1.43111, 0.07399, 0.82807], [2.45282, 0.82408, 2.04692], [-1.43115, -2.81026, -0.18325], [-0.73997, -1.20963, 0.19060], [0.26658, -3.98188, 1.81547], [-4.49648, 4.32994, -2.79621], [-3.41489, 4.51319, -1.90258], [-3.80021, 4.79331, -0.56202], [-3.51717, 3.62002, 0.35589], [-4.41052, 2.49927, 0.08626], [-4.02152, 1.24242, 0.72443], [-2.66473, 0.63510, 0.37413], [-2.56193, 0.15274, -0.95731], [-2.27421, 1.13982, -1.93412], [-4.09612, 4.35337, -3.80889], [-4.98537, 3.36121, -2.64745], [-5.23620, 5.12895, -2.69662], [-4.84886, 5.09848, -0.50081], [-3.19207, 5.63962, -0.23046], [-3.64920, 3.93937, 1.39396], [-2.46303, 3.34696, 0.21765], [-4.45111, 2.34552, -0.91245], [-4.78587, 0.50848, 0.45802], [-4.07548, 1.37454, 1.80951], [-2.53302, -0.24005, 1.01723], [-1.82820, 1.30565, 0.60819], [-1.63090, 1.93140, -1.54398], [-3.19295, 1.56760, -2.34143], [-1.75650, 0.64984, -2.75955]],
  "forces_ev_per_a": [[-0.19, 0.51, -0.45], [-0.21, -1.09, 0.20], [0.17, 1.43, -0.23], [1.12, -1.46, 0.30], [-1.25, -0.07, -0.02], [0.81, 1.10, -1.18], [1.01, -0.56, 0.33], [-1.15, -0.23, -0.76], [-1.92, 0.44, 0.54], [0.05, -0.06, -0.84], [2.97, -0.46, 0.58], [0.08, 0.36, 0.98], [-1.01, -0.64, -0.93], [0.41, -0.41, 0.29], [0.15, 0.33, -0.52], [1.36, 0.65, 0.14], [-1.52, -0.68, 0.27], [0.14, 0.79, 0.87], [0.26, -0.08, 0.21], [0.21, -0.20, 0.25], [-0.15, 0.11, -0.19], [0.02, 0.12, 0.28], [0.12, 0.28, -0.02], [-0.10, -0.37, 0.03], [-0.14, -0.35, -0.13], [-0.42, 0.45, -0.07], [0.14, -0.04, -0.03], [-0.27, 0.03, 0.02], [-0.33, 0.08, 0.05], [0.08, 0.09, 0.27], [-0.20, 0.01, -0.22], [-0.09, -0.17, 0.01], [-0.18, 0.12, -0.12], [0.17, -0.03, -0.03], [-0.25, -0.01, -0.05], [0.28, 0.12, 0.20], [-0.11, -0.14, -0.19], [0.22, -0.03, -0.02], [-0.21, 0.06, -0.12], [-0.05, -0.15, 0.20], [0.15, 0.12, 0.12], [-0.04, -0.26, -0.18], [0.05, 0.01, 0.03], [-0.14, 0.05, 0.00], [-0.04, -0.03, 0.02], [-0.05, -0.12, -0.07], [-0.02, 0.01, 0.00], [0.01, -0.02, 0.01], [0.07, 0.13, 0.08], [-0.03, 0.05, 0.00], [0.03, -0.05, 0.07], [0.08, 0.01, 0.01], [-0.08, -0.01, 0.00], [-0.04, 0.11, -0.14], [-0.07, 0.05, 0.04], [0.05, 0.17, 0.03], [0.04, -0.05, 0.06]],
  "de_lowest_kcal_mol": 16.9,
  "charge": 0,
  "e_homo_ev": -8.875,
  "homo_lumo_gap_ev": 9.15,
  "largest_force_ev_per_a": 3.06
}

---

Entry 3:
{
  "formula": "C23H73ClO21",
  "method": "wB97M-V/def2-TZVPD",
  "species": ["C", "C", "O", "C", "C", "O", "C", "O", "C", "O", "O", "C", "C", "O", "Cl", "H", "H", "H", "H", "H", "H", "H", "H", "H", "H", "H", "H", "H", "C", "O", "H", "H", "H", "H", "C", "O", "H", "H", "H", "H", "C", "O", "H", "H", "H", "H", "C", "O", "H", "H", "H", "H", "C", "O", "H", "H", "H", "H", "C", "O", "H", "H", "H", "H", "C", "O", "H", "H", "H", "H", "C", "O", "H", "H", "H", "H", "C", "O", "H", "H", "H", "H", "C", "O", "H", "H", "H", "H", "C", "O", "H", "H", "H", "H", "C", "O", "H", "H", "H", "H", "C", "O", "H", "H", "H", "H", "C", "O", "H", "H", "H", "H", "C", "O", "H", "H", "H", "H"],
  "xyz": [[-6.08741, -5.95011, -0.78494], [-5.08781, -6.89142, -1.49638], [-4.26697, -6.28750, -2.48309], [-3.48015, -5.21321, -2.01986], [-2.79250, -5.41106, -0.64349], [-1.51480, -4.78524, -0.59958], [-1.51964, -3.58630, 0.12345], [-0.52445, -2.69024, -0.39238], [-0.85137, -2.30553, -1.64421], [-0.62967, -2.92935, -2.58489], [-1.50185, -1.10020, -1.75981], [-2.75583, -1.22574, -2.41227], [-3.80087, -0.52934, -1.49944], [-3.79640, 0.61279, -1.43331], [-4.94454, -1.53155, -0.55690], [-7.07480, -5.93019, -1.26308], [-6.26748, -6.37677, 0.21722], [-5.72588, -4.92798, -0.61386], [-5.69662, -7.63494, -2.02961], [-4.52759, -7.48207, -0.75170], [-4.03690, -4.25400, -1.98119], [-2.67210, -5.06274, -2.75301], [-3.47768, -5.01913, 0.12987], [-2.63546, -6.46805, -0.39291], [-2.51610, -3.11282, 0.18395], [-1.20083, -3.82459, 1.14942], [-2.77627, -0.64930, -3.34702], [-3.02834, -2.25779, -2.65695], [-1.52361, 1.83067, 1.28088], [-0.92571, 0.70375, 1.91707], [-1.27525, 2.72524, 1.84718], [-1.13491, 1.92820, 0.26444], [-2.60960, 1.70985, 1.25725], [-1.15767, -0.07571, 1.40050], [0.53246, 5.16417, 2.23643], [1.12947, 4.03181, 2.87570], [0.78141, 6.05835, 2.80150], [0.91987, 5.25881, 1.22121], [-0.55323, 5.04501, 2.21344], [0.89220, 3.25742, 2.35280], [2.50355, 3.52542, -0.69895], [1.07967, 3.61596, -0.73976], [2.88832, 4.34081, -0.09382], [2.80329, 2.57465, -0.25189], [2.91314, 3.60357, -1.70884], [0.75820, 2.88158, -1.27963], [2.53984, -2.72870, 1.15683], [2.02931, -2.10559, 2.33868], [3.16575, -3.56828, 1.44858], [1.71260, -3.09177, 0.54411], [3.13789, -2.01410, 0.59092], [1.47889, -1.36567, 2.06104], [4.83248, -4.15906, -1.79406], [4.99812, -3.21822, -0.73727], [3.78995, -4.14530, -2.10394], [5.46318, -3.88782, -2.64432], [5.09137, -5.16363, -1.45004], [5.92394, -3.24201, -0.47417], [6.49175, 4.01123, 0.98286], [5.19152, 3.56817, 0.59848], [6.73970, 4.89993, 0.40772], [6.50359, 4.25766, 2.04596], [7.22950, 3.23196, 0.77600], [4.99110, 2.78302, 1.11851], [-0.95925, 2.06363, -3.62347], [-0.47830, 1.53363, -2.39308], [-0.11254, 2.23300, -4.28464], [-1.64577, 1.35319, -4.09182], [-1.47258, 3.01134, -3.44544], [-1.24305, 1.38872, -1.82414], [-7.35528, -8.66248, -4.97705], [-7.36393, -7.59896, -4.03025], [-7.50602, -9.59763, -4.44275], [-8.16195, -8.52972, -5.70229], [-6.39488, -8.69709, -5.49734], [-7.22880, -6.77985, -4.51770], [9.44816, 6.90234, 1.55914], [8.57511, 6.26689, 2.48696], [10.23263, 6.19869, 1.29062], [8.89938, 7.18903, 0.65806], [9.90057, 7.78857, 2.01106], [7.88790, 6.90194, 2.71370], [1.72609, 5.97547, 5.93823], [0.60156, 5.45278, 5.24709], [1.37639, 6.59288, 6.76414], [2.33400, 5.15398, 6.33134], [2.32605, 6.58694, 5.25758], [0.94085, 4.90842, 4.51899], [-2.10832, 5.50664, -4.84875], [-3.42618, 5.12958, -5.23857], [-1.81251, 6.37668, -5.43042], [-2.09372, 5.76071, -3.78597], [-1.41344, 4.68746, -5.04704], [-3.67396, 4.36011, -4.71600], [0.80659, 2.03092, 7.41225], [0.84543, 2.96989, 8.47988], [0.72247, 1.03171, 7.83408], [-0.05936, 2.23054, 6.77653], [1.72609, 2.09955, 6.82480], [0.91886, 3.84520, 8.08448], [4.59821, -5.08638, 3.92006], [4.09159, -4.46708, 5.09542], [5.22420, -5.92612, 4.21403], [3.77001, -5.45052, 3.30579], [5.19772, -4.36988, 3.35184], [3.54073, -3.72717, 4.81515], [-1.20989, -5.37793, 4.37143], [-2.11908, -4.99848, 3.33963], [-0.19795, -5.30209, 3.98092], [-1.31392, -4.71080, 5.22981], [-1.39946, -6.40841, 4.68068], [-3.00895, -5.06996, 3.69971], [-2.36733, 8.17204, -8.29899], [-3.68238, 7.79465, -8.68728], [-2.07211, 9.04183, -8.88128], [-2.35202, 8.42774, -7.23586], [-1.67133, 7.35201, -8.49618], [-3.92802, 7.02491, -8.16251]],
  "forces_ev_per_a": [[-0.03, -0.45, 0.64], [-1.16, -0.32, 0.01], [0.06, 0.09, 0.48], [0.99, 0.42, 0.00], [-0.64, -0.44, 0.02], [-0.63, 0.63, -0.14], [0.47, -0.69, 1.30], [-0.63, 0.52, 0.24], [-0.48, 1.36, 1.63], [0.96, -2.24, -3.24], [-0.53, -0.14, 1.28], [-0.93, -0.16, -0.29], [0.86, -3.60, -0.87], [-0.40, 4.11, 0.67], [0.27, -0.07, -0.22], [0.41, 0.19, -0.19], [0.03, 0.20, -0.26], [-0.03, -0.22, -0.22], [0.31, 0.23, -0.05], [0.25, 0.49, -0.23], [-0.13, -0.40, -0.06], [-0.27, -0.19, 0.13], [0.46, -0.08, 0.00], [0.00, 0.22, -0.34], [0.26, -0.04, -0.43], [0.03, 0.46, -0.22], [0.19, -0.07, 0.24], [0.25, 0.12, 0.23], [-0.06, -0.50, -0.13], [0.10, 0.03, 0.04], [0.02, -0.06, 0.04], [-0.05, 0.25, 0.01], [-0.02, 0.21, -0.07], [0.06, 0.04, 0.07], [0.07, -0.19, -0.45], [0.01, 0.18, -0.04], [-0.01, -0.08, 0.08], [-0.15, 0.06, -0.03], [-0.01, 0.19, -0.05], [0.12, -0.03, 0.13], [-0.39, -0.11, -0.14], [-0.01, -0.03, 0.07], [-0.04, -0.03, 0.01], [0.18, 0.05, -0.02], [0.19, -0.02, 0.07], [-0.14, 0.02, -0.03], [-0.29, 0.37, 0.08], [-0.01, -0.14, 0.10], [0.02, 0.07, 0.07], [0.14, -0.09, -0.13], [0.09, -0.19, -0.13], [0.04, -0.03, 0.11], [0.25, 0.08, 0.16], [0.03, -0.04, -0.05], [0.00, 0.05, 0.06], [-0.08, -0.12, -0.10], [-0.06, -0.07, -0.14], [-0.11, 0.06, 0.02], [-0.22, -0.30, 0.16], [0.10, 0.04, -0.06], [-0.09, -0.02, -0.02], [0.21, 0.08, -0.03], [0.15, 0.12, 0.05], [-0.05, 0.09, -0.06], [-0.17, -0.06, 0.32], [0.16, 0.22, 0.01], [0.03, -0.04, 0.07], [0.00, 0.10, -0.16], [-0.02, 0.02, -0.16], [0.08, -0.10, -0.03], [0.05, 0.32, -0.05], [-0.05, -0.03, 0.03], [0.00, 0.06, 0.06], [0.02, -0.16, -0.06], [-0.04, -0.14, -0.07], [0.03, -0.04, 0.13], [-0.27, 0.10, 0.15], [0.03, -0.01, -0.03], [-0.05, -0.04, 0.05], [0.15, 0.04, -0.08], [0.11, 0.02, -0.14], [0.04, -0.12, 0.04], [-0.18, -0.29, -0.35], [0.07, 0.06, 0.20], [-0.04, -0.01, -0.04], [0.19, 0.16, 0.09], [0.18, 0.06, 0.20], [-0.21, -0.19, 0.25], [-0.27, -0.27, 0.12], [0.02, 0.06, -0.11], [-0.08, -0.02, -0.02], [0.22, 0.06, -0.02], [0.18, 0.15, 0.03], [-0.05, 0.09, -0.07], [-0.01, 0.38, -0.02], [0.04, 0.01, 0.10], [0.02, 0.06, 0.07], [0.07, -0.17, -0.14], [-0.07, -0.18, -0.14], [-0.07, -0.06, 0.07], [-0.26, 0.34, 0.09], [0.00, -0.03, 0.03], [-0.03, 0.03, 0.07], [0.14, -0.09, -0.15], [0.04, -0.15, -0.16], [0.04, -0.05, 0.06], [-0.26, 0.01, 0.03], [-0.02, 0.02, -0.11], [-0.05, 0.04, -0.06], [0.13, -0.06, 0.06], [0.13, 0.00, 0.08], [0.07, 0.03, -0.08], [-0.28, -0.31, 0.11], [0.01, 0.03, -0.04], [-0.07, -0.02, -0.02], [0.20, 0.07, -0.01], [0.17, 0.13, 0.06], [-0.04, 0.08, -0.06]],
  "charge": 0,
  "e_homo_ev": -9.841,
  "homo_lumo_gap_ev": 9.74,
  "largest_force_ev_per_a": 4.18
}